1.
{
  "formula": "C32H46BN8PdS3",
  "method": "ωB97M-V/def2-TZVPD",
  "symbols": ["Pd", "C", "C", "C", "C", "C", "C", "C", "C", "C", "N", "N", "B", "N", "N", "C", "C", "C", "C", "C", "C", "C", "C", "C", "N", "N", "C", "C", "C", "C", "C", "C", "C", "C", "C", "H", "H", "H", "H", "H", "H", "H", "H", "H", "H", "H", "H", "H", "H", "H", "H", "H", "H", "H", "H", "H", "H", "H", "H", "H", "H", "H", "H", "H", "H", "H", "H", "H", "H", "H", "H", "H", "H", "H", "H", "H", "H", "H", "H", "H", "H", "S", "C", "C", "N", "C", "S", "C", "N", "S", "C"],
  "xyz": [[-0.101, -1.696, 0.444], [-2.662, -0.843, 4.272], [-1.179, -0.489, 4.135], [-0.305, -1.733, 4.132], [-0.962, 0.431, 2.965], [-1.401, 1.759, 2.902], [-0.940, 2.255, 1.701], [-1.265, 3.621, 1.153], [-2.035, 3.528, -0.165], [-0.090, 4.593, 1.049], [-0.256, 1.266, 1.086], [-0.307, 0.126, 1.850], [0.492, 1.292, -0.281], [-0.449, 0.619, -1.344], [-1.224, -0.373, -0.838], [-2.190, -0.656, -1.711], [-2.021, 0.155, -2.827], [-0.907, 0.944, -2.570], [-0.338, 1.908, -3.581], [-1.326, 3.028, -3.920], [1.038, 2.473, -3.272], [-3.255, -1.672, -1.430], [-4.046, -1.263, -0.185], [-4.184, -1.852, -2.626], [1.829, 0.523, -0.115], [1.769, -0.806, 0.155], [2.993, -1.238, 0.454], [3.869, -0.157, 0.367], [3.105, 0.945, 0.038], [3.627, 2.356, 0.130], [3.362, 3.307, -1.032], [3.188, 2.961, 1.468], [3.359, -2.631, 0.892], [3.509, -3.612, -0.268], [2.424, -3.180, 1.964], [-2.826, -1.475, 5.145], [-3.280, 0.049, 4.373], [-3.004, -1.390, 3.389], [-0.887, 0.098, 5.013], [-0.566, -2.419, 3.329], [0.748, -1.473, 4.026], [-0.433, -2.275, 5.071], [-1.966, 2.300, 3.643], [-1.947, 4.037, 1.901], [-1.399, 3.134, -0.956], [-2.900, 2.869, -0.073], [-2.383, 4.516, -0.471], [0.610, 4.304, 0.266], [-0.465, 5.589, 0.809], [0.458, 4.657, 1.990], [0.719, 2.414, -0.587], [-2.620, 0.173, -3.721], [-0.239, 1.291, -4.481], [-1.447, 3.712, -3.078], [-0.952, 3.604, -4.768], [-2.308, 2.635, -4.181], [0.973, 3.272, -2.536], [1.717, 1.709, -2.892], [1.471, 2.896, -4.180], [-2.763, -2.631, -1.238], [-4.594, -0.338, -0.383], [-4.763, -2.038, 0.086], [-3.388, -1.086, 0.666], [-4.716, -0.924, -2.848], [-3.638, -2.157, -3.519], [-4.928, -2.618, -2.407], [4.928, -0.165, 0.565], [4.712, 2.218, 0.172], [2.327, 3.638, -1.058], [3.988, 4.192, -0.912], [3.603, 2.850, -1.991], [2.101, 2.988, 1.540], [3.562, 2.366, 2.303], [3.564, 3.980, 1.571], [4.347, -2.515, 1.349], [2.557, -3.789, -0.759], [4.203, -3.246, -1.024], [3.875, -4.571, 0.099], [1.410, -3.349, 1.575], [2.780, -4.149, 2.317], [2.351, -2.505, 2.815], [-1.614, -3.339, 1.131], [-1.122, -4.536, 0.005], [-1.678, -5.852, 0.187], [-2.120, -6.903, 0.335], [-0.309, -4.245, -1.044], [0.808, -2.258, -2.504], [1.567, -5.374, -2.637], [2.678, -5.404, -2.939], [-0.091, -5.483, -2.297], [0.171, -2.875, -1.178]],
  "spin_multiplicity": 2,
  "gap_ev": [7.09, 6.53],
  "s_squared": 0.7584,
  "e_homo_ev": [-8.4, -8.5]
}



2.
{
  "formula": "C32H46N11O2PdS",
  "method": "ωB97M-V/def2-TZVPD",
  "symbols": ["Pd", "N", "C", "C", "C", "N", "C", "C", "N", "C", "H", "H", "H", "H", "H", "H", "H", "H", "H", "H", "H", "H", "H", "H", "H", "H", "C", "N", "C", "N", "C", "N", "C", "C", "C", "C", "C", "C", "C", "N", "N", "C", "O", "C", "C", "C", "C", "C", "C", "N", "C", "N", "C", "N", "C", "H", "H", "H", "H", "H", "H", "H", "H", "H", "H", "H", "H", "H", "H", "H", "H", "C", "C", "C", "S", "O", "C", "C", "C", "H", "H", "H", "H", "H", "H", "H", "H", "H", "H", "H", "H", "H", "H"],
  "xyz": [[0.224, -0.131, 0.120], [-1.909, 4.528, 1.261], [-1.550, 5.008, -0.096], [-0.119, 4.598, -0.456], [0.117, 3.106, -0.742], [0.301, 2.263, 0.462], [-0.990, 2.551, -1.648], [-2.393, 2.913, -1.178], [-2.622, 2.350, 0.183], [-2.565, 4.426, -1.082], [-1.184, 4.778, 1.928], [-2.259, 3.206, 0.886], [-2.756, 4.996, 1.576], [-1.602, 6.101, -0.136], [0.558, 4.943, 0.326], [0.147, 5.141, -1.362], [1.049, 3.025, -1.307], [-0.150, 2.665, 1.283], [1.301, 2.232, 0.671], [-0.868, 1.455, -1.726], [-0.853, 2.965, -2.647], [-3.120, 2.495, -1.878], [-2.092, 1.479, 0.298], [-3.612, 2.192, 0.355], [-3.580, 4.675, -0.769], [-2.422, 4.875, -2.062], [-5.388, -1.324, 1.288], [-4.051, -1.190, 0.734], [-2.946, -0.686, 1.291], [-1.954, -0.709, 0.402], [-2.522, -1.284, -0.694], [-3.780, -1.571, -0.508], [-5.340, -1.965, 2.651], [-5.746, -1.304, 3.806], [-5.570, -1.900, 5.045], [-4.962, -3.139, 5.152], [-4.602, -3.819, 3.994], [-4.817, -3.242, 2.744], [-3.821, -5.042, 3.954], [-3.922, -6.003, 3.082], [-2.812, -6.695, 3.106], [-2.019, -6.161, 3.993], [-2.640, -5.129, 4.603], [-0.578, -6.308, 4.074], [0.156, -6.385, 5.254], [1.537, -6.319, 5.184], [2.177, -6.111, 3.970], [1.440, -5.995, 2.792], [2.073, -5.608, 1.472], [1.776, -4.216, 1.178], [0.841, -3.662, 0.396], [0.890, -2.340, 0.522], [1.892, -2.140, 1.419], [2.435, -3.256, 1.820], [0.069, -6.151, 2.846], [-5.946, -1.945, 0.582], [-5.864, -0.341, 1.340], [-2.879, -0.335, 2.303], [-2.002, -1.481, -1.615], [-6.206, -0.329, 3.739], [-5.890, -1.387, 5.937], [-4.786, -3.582, 6.117], [-4.545, -3.784, 1.850], [-0.348, -6.492, 6.201], [2.119, -6.400, 6.088], [3.253, -6.034, 3.943], [1.689, -6.225, 0.658], [3.158, -5.708, 1.540], [0.176, -4.205, -0.246], [2.227, -1.168, 1.751], [-0.522, -6.103, 1.943], [5.428, -3.009, -0.111], [4.987, -1.566, -0.335], [4.131, -1.454, -1.585], [3.221, 0.124, -1.832], [2.316, 0.305, -0.628], [4.589, 1.381, -1.699], [5.072, 1.835, -0.332], [4.039, 2.632, 0.452], [6.018, -3.070, 0.798], [6.044, -3.369, -0.932], [4.566, -3.663, -0.002], [5.877, -0.945, -0.438], [4.415, -1.233, 0.534], [3.350, -2.215, -1.591], [4.726, -1.571, -2.490], [4.217, 2.241, -2.259], [5.401, 0.935, -2.272], [5.939, 2.474, -0.522], [5.411, 0.996, 0.272], [3.566, 3.376, -0.187], [4.525, 3.147, 1.277], [3.284, 1.959, 0.858]],
  "spin_multiplicity": 3,
  "gap_ev": [6.97, 2.23],
  "s_squared": 2.0079,
  "e_homo_ev": [-14.4, -14.4],
  "relative_energy_ev": 2.132,
  "total_charge": 3
}



3.
{
  "formula": "C32H47AlF7IN13O2S",
  "method": "ωB97M-V/def2-TZVPD",
  "symbols": ["O", "S", "O", "Al", "C", "C", "C", "I", "C", "F", "F", "C", "F", "F", "C", "F", "F", "F", "H", "H", "H", "H", "H", "H", "H", "H", "C", "C", "N", "H", "H", "H", "C", "C", "N", "H", "H", "H", "C", "C", "N", "H", "H", "H", "C", "C", "N", "H", "H", "H", "C", "C", "N", "H", "H", "H", "C", "C", "N", "H", "H", "H", "C", "C", "N", "H", "H", "H", "C", "C", "N", "H", "H", "H", "C", "C", "N", "H", "H", "H", "C", "C", "N", "H", "H", "H", "C", "C", "N", "H", "H", "H", "C", "C", "N", "H", "H", "H", "C", "C", "N", "H", "H", "H"],
  "xyz": [[-0.105, 3.503, 0.700], [-1.098, 2.465, 0.469], [-1.634, 1.977, 1.742], [-2.927, 3.136, -0.850], [-2.381, 4.346, -2.364], [-1.047, 5.108, -2.177], [-1.297, 6.467, -1.545], [0.384, 7.795, -1.917], [-0.149, 0.943, -0.157], [1.104, 1.034, 0.354], [-0.686, -0.178, 0.363], [0.014, 0.813, -1.697], [-0.102, 1.983, -2.336], [1.272, 0.347, -1.937], [-0.916, -0.246, -2.354], [-0.438, -1.481, -2.061], [-2.187, -0.153, -1.959], [-0.868, -0.120, -3.699], [-3.888, 3.931, 0.159], [-3.752, 1.860, -1.371], [-3.171, 5.097, -2.429], [-2.413, 3.829, -3.320], [-0.320, 4.562, -1.582], [-0.582, 5.239, -3.144], [-1.415, 6.332, -0.482], [-2.147, 6.929, -2.019], [2.912, -2.081, -1.040], [4.192, -2.583, -0.568], [5.189, -2.993, -0.175], [2.731, -2.419, -2.059], [2.117, -2.447, -0.392], [2.912, -0.994, -1.019], [-0.486, -1.098, 3.350], [-0.411, -2.193, 4.313], [-0.412, -3.067, 5.053], [0.457, -0.557, 3.318], [-0.690, -1.503, 2.363], [-1.279, -0.405, 3.624], [-3.178, 7.512, 3.039], [-2.687, 7.628, 1.671], [-2.317, 7.718, 0.591], [-2.433, 7.900, 3.730], [-4.100, 8.080, 3.146], [-3.374, 6.466, 3.270], [-3.841, -2.449, 4.035], [-4.778, -1.512, 3.424], [-5.469, -0.719, 2.976], [-2.987, -2.596, 3.379], [-3.493, -2.041, 4.982], [-4.322, -3.408, 4.216], [3.567, -4.876, 2.307], [2.296, -4.294, 1.892], [1.299, -3.843, 1.553], [3.622, -5.912, 1.980], [4.385, -4.314, 1.861], [3.656, -4.840, 3.391], [5.295, -6.283, -0.850], [5.230, -7.264, 0.228], [5.163, -8.025, 1.082], [6.280, -5.824, -0.879], [5.095, -6.769, -1.803], [4.552, -5.509, -0.678], [5.228, -0.395, -3.178], [5.872, 0.843, -3.602], [6.378, 1.815, -3.934], [5.454, -1.188, -3.888], [5.590, -0.684, -2.194], [4.149, -0.253, -3.138], [-6.633, 2.511, 4.537], [-5.816, 3.693, 4.276], [-5.179, 4.622, 4.074], [-6.406, 2.131, 5.531], [-7.689, 2.773, 4.489], [-6.425, 1.733, 3.803], [3.925, 4.363, -4.386], [2.647, 5.069, -4.368], [1.638, 5.611, -4.350], [3.809, 3.382, -3.932], [4.267, 4.244, -5.412], [4.669, 4.924, -3.826], [7.149, -10.477, 0.137], [7.552, -10.694, -1.248], [7.865, -10.863, -2.336], [7.999, -10.122, 0.717], [6.356, -9.736, 0.182], [6.790, -11.410, 0.567], [-2.252, -3.975, -1.770], [-2.338, -5.431, -1.713], [-2.398, -6.573, -1.673], [-2.753, -3.536, -0.911], [-1.209, -3.667, -1.767], [-2.732, -3.617, -2.679], [-6.924, 7.484, 4.933], [-6.087, 8.650, 4.677], [-5.435, 9.570, 4.480], [-6.707, 7.089, 5.922], [-7.974, 7.767, 4.883], [-6.722, 6.712, 4.194], [-0.491, -3.609, -4.905], [0.790, -3.093, -4.444], [1.777, -2.672, -4.049], [-1.296, -3.084, -4.397], [-0.589, -3.457, -5.977], [-0.561, -4.673, -4.686]],
  "gap_ev": 7.21,
  "e_homo_ev": -5.7,
  "total_charge": -1
}



Number 1: electronic energy -3032.37019 Ha. Number 2: electronic energy -2524.86740 Ha. Number 3: electronic energy -3747.17401 Ha.